1.
# C3H12O3Tl

A structure of composition C3H12O3Tl at a distorted geometry (the ωB97M-V functional and the def2-TZVPD basis, the Open Molecules 2025 dataset).

The geometry in XYZ format:
```
19
Properties=species:S:1:pos:R:3:forces:R:3:lowdin_charge:R:1
Tl -0.364 -0.915 -0.417 -2.596 -5.578 -8.810 1.668
C 0.846 -0.563 2.422 3.229 -1.759 2.627 0.059
O -0.030 -0.695 1.332 3.317 -4.825 12.845 -0.256
H 1.863 -0.677 2.048 -0.019 -0.011 0.218 0.140
H 0.767 0.390 2.943 -0.437 0.481 -0.397 0.154
H 0.608 -1.353 3.134 0.306 0.032 0.125 0.149
H -0.852 -0.372 1.709 -0.416 -2.288 0.924 0.137
C -2.155 1.354 0.214 -1.594 0.943 -3.032 0.075
O -0.851 0.676 0.459 -7.511 12.012 -0.801 -0.185
H -2.187 1.353 -0.875 -0.097 0.590 -0.239 0.115
H -3.051 0.779 0.445 0.405 -0.417 1.027 0.135
H -2.228 2.387 0.551 0.570 -0.162 0.386 0.149
H -0.721 0.891 1.386 0.798 1.712 -0.387 0.146
C 1.273 -0.345 -2.820 0.063 0.771 -3.785 0.033
O 1.099 -1.048 -1.563 3.310 -0.482 -3.436 -0.122
H 1.871 0.560 -2.717 -0.154 -0.031 0.472 0.144
H 1.747 -1.024 -3.529 0.493 -0.245 0.385 0.144
H 0.346 -0.174 -3.367 -0.467 0.268 0.749 0.130
H 2.020 -1.223 -1.355 0.801 -1.011 1.131 0.184
```
Forces are in eV/Å.

Summary:
* electronic energy: -517.9908 a.u.
* highest occupied orbital energy: -25.25 eV
* energy relative to the best compared isomer or geometry (same formula, charge and spin): 603.3 kJ/mol
* charge: +3
* orbital gap: 0.2907 hartree



2.
# C3H12O4

A cluster of 4 separate species, C3H12O4 in total at a distorted geometry (the ωB97M-V functional and the def2-TZVPD basis, the Open Molecules 2025 dataset).

The geometry in XYZ format:
```
19
Properties=species:S:1:pos:R:3:forces:R:3:nbo_charge:R:1
C 0.673 0.514 1.573 0.618 -0.488 0.710 -0.609
C -0.358 0.382 0.456 -0.052 0.602 -0.026 -0.518
C 0.020 1.125 -0.817 -0.367 0.925 0.858 0.464
O 1.059 1.105 -1.415 0.270 -0.548 0.029 -0.530
H 0.463 1.252 2.353 -0.698 0.115 -0.340 0.201
H 1.669 0.812 1.249 0.004 -0.618 -0.342 0.236
H 0.702 -0.437 2.111 0.485 0.077 -0.084 0.215
H -0.603 -0.635 0.141 0.412 -0.168 0.309 0.244
H -1.277 0.789 0.890 -0.189 0.075 -0.655 0.201
H -0.730 1.859 -1.117 -0.576 0.168 -0.493 0.092
O 1.037 -2.542 -0.689 -0.144 -0.118 0.011 -0.950
H 0.937 -3.176 0.036 -0.006 0.164 -0.337 0.480
H 0.386 -2.771 -1.362 0.067 -0.146 0.194 0.474
O 3.133 -0.695 -0.243 1.238 1.024 0.953 -0.951
H 3.377 0.178 -0.593 -0.273 -0.484 0.083 0.469
H 2.707 -1.144 -0.949 -0.808 -0.578 -0.878 0.482
O -4.236 1.089 -0.876 0.060 -0.118 -0.316 -0.944
H -3.839 1.506 -0.107 -0.246 -0.042 0.133 0.470
H -5.121 0.790 -0.638 0.203 0.157 0.192 0.474
```
Forces are in eV/Å.

Summary:
* electronic energy: -422.4246 a.u.
* highest occupied orbital energy: -9.51 eV
* SMILES: CCC=O.O.O.O
* energy relative to the best compared isomer or geometry (same formula, charge and spin): 96.7 kJ/mol
* charge: 0
* orbital gap: 0.3683 hartree



3.
# C3H12O4

A cluster of 4 separate species, C3H12O4 in total (the ωB97M-V functional and the def2-TZVPD basis, the Open Molecules 2025 dataset).

The geometry in XYZ format:
```
19
Properties=species:S:1:pos:R:3:forces:R:3:nbo_charge:R:1
C -0.494 0.342 0.008 -0.209 -0.177 -0.057 -0.529
C 0.148 -0.338 -0.937 0.153 -0.529 0.416 0.330
C -0.231 -0.400 -2.382 -0.555 0.209 -0.077 -0.678
O 1.161 -1.184 -0.538 -0.075 0.131 -0.232 -0.682
H -1.312 1.002 -0.224 -0.099 -0.002 -0.199 0.198
H -0.353 0.108 1.053 0.296 0.149 0.059 0.202
H -1.112 -1.030 -2.543 0.120 -0.079 0.293 0.242
H -0.521 0.580 -2.747 0.169 0.183 -0.128 0.228
H 0.544 -0.818 -3.007 0.401 0.098 -0.188 0.210
H 1.700 -1.445 -1.297 -0.247 0.013 0.160 0.478
O 1.774 -1.619 3.827 -0.070 0.454 -0.033 -0.947
H 1.045 -1.494 4.443 0.042 -0.070 0.008 0.462
H 2.035 -0.716 3.580 0.111 -0.331 -0.013 0.483
O -4.021 1.201 -1.525 0.061 0.024 0.060 -0.932
H -3.351 1.576 -2.103 -0.021 0.020 -0.021 0.465
H -3.822 1.559 -0.653 -0.051 -0.036 -0.050 0.469
O 2.397 0.898 2.063 -0.285 -0.038 -0.134 -0.955
H 2.838 1.246 1.279 0.060 -0.051 0.154 0.477
H 1.574 0.533 1.704 0.197 0.034 -0.019 0.478
```
Forces are in eV/Å.

Summary:
* electronic energy: -422.4246 a.u.
* highest occupied orbital energy: -9.22 eV
* SMILES: C=C(C)O.O.O.O
* energy relative to the best compared isomer or geometry (same formula, charge and spin): 96.9 kJ/mol
* charge: 0
* orbital gap: 0.3557 hartree